C32H32BN11O2W | the ωB97M-V functional and the def2-TZVPD basis

- energy relative to the best compared isomer or geometry (same formula, charge and spin) (kcal per mole) = 13.3
- 2S+1 = 2
- total charge = +3
- gap between HOMO and LUMO (alpha / beta) (eV) = 5.032 / 4.964
- HOMO level (alpha / beta) (eV) = -15.123 / -15.003

XYZ file:
```
79
Properties=species:S:1:pos:R:3:forces:R:3
W -0.4588 0.1315 0.2411 -0.083 0.078 -0.064
C -0.0712 -2.9636 -1.4032 0.000 0.008 -0.040
C -1.2814 -2.6892 -0.5865 -0.071 -0.205 -0.010
C -2.4062 -3.4513 -0.4368 0.142 0.039 -0.020
C -3.2439 -2.7515 0.4448 0.070 0.129 0.029
N -2.6666 -1.6237 0.8050 -0.022 -0.157 0.262
N -1.4297 -1.5407 0.1834 -0.153 -0.295 -0.269
B -3.1580 -0.4663 1.7527 -0.063 -0.017 -0.055
N -3.3621 0.7646 0.8251 0.002 0.159 0.210
C -4.3964 1.5555 0.5168 0.055 -0.063 -0.034
C -3.9501 2.6040 -0.2689 0.084 -0.060 -0.017
C -2.5869 2.3904 -0.4298 -0.149 0.095 -0.081
C -1.5845 3.1951 -1.1838 0.062 0.009 0.016
N -2.2416 1.2704 0.2309 0.126 -0.185 -0.118
N -1.9709 -0.1391 2.7200 -0.043 0.012 0.172
C -2.0361 -0.0635 4.0486 0.001 -0.027 -0.125
C -0.8135 0.3699 4.5381 0.044 0.008 -0.032
C -0.0075 0.5446 3.4295 -0.003 -0.028 0.090
C 1.3927 1.0486 3.3950 0.053 0.041 -0.035
N -0.7078 0.2111 2.3112 0.042 0.126 0.001
N -4.3437 -0.8726 2.5410 -0.052 0.043 -0.195
C -5.3625 -0.1605 3.1115 0.034 0.057 0.097
C -6.0225 -0.9892 3.9680 0.067 -0.025 -0.014
C -5.3337 -2.2285 3.8934 0.047 0.208 -0.083
C -5.6230 -3.4844 4.6358 -0.022 -0.094 0.043
N -4.3223 -2.1431 3.0491 -0.026 -0.198 0.021
H 0.2449 -3.9945 -1.2493 -0.008 -0.003 -0.018
H 0.7565 -2.3055 -1.1498 -0.020 -0.019 0.017
H -0.3007 -2.8444 -2.4634 0.000 0.013 0.001
H -2.6105 -4.4057 -0.8893 0.009 -0.025 -0.014
H -4.2079 -3.0152 0.8475 -0.021 -0.002 0.006
H -5.3923 1.3241 0.8518 -0.022 -0.004 0.008
H -4.5413 3.4067 -0.6729 0.002 0.026 0.000
H -1.7610 4.2577 -1.0246 -0.012 -0.006 -0.020
H -1.6484 2.9976 -2.2545 -0.006 -0.005 0.013
H -0.5595 2.9876 -0.8538 -0.076 0.017 -0.013
H -2.9461 -0.3227 4.5657 -0.017 -0.001 0.021
H -0.5530 0.5413 5.5677 0.017 0.014 0.015
H 1.4796 1.9241 4.0369 0.000 -0.002 0.009
H 1.7041 1.3436 2.3920 -0.014 -0.003 0.030
H 2.0887 0.3001 3.7758 0.001 0.005 -0.003
H -5.5284 0.8823 2.9058 -0.010 0.029 -0.019
H -6.8847 -0.7521 4.5657 -0.029 0.001 0.023
H -6.6596 -3.5080 4.9636 -0.005 -0.006 0.000
H -4.9895 -3.5610 5.5203 -0.015 -0.009 0.007
H -5.4342 -4.3538 4.0093 0.016 -0.015 0.018
C 10.0635 6.4382 -1.7659 0.050 0.014 -0.003
O 8.6253 6.2871 -1.7293 -0.105 -0.077 -0.003
C 8.0615 5.1698 -2.0796 0.016 0.053 -0.038
C 6.6333 5.1764 -2.0200 -0.058 0.003 0.000
C 5.9302 4.0692 -2.3496 -0.029 0.062 -0.037
C 6.6292 2.8935 -2.7532 0.092 0.049 -0.092
C 8.0464 2.9089 -2.8531 0.004 -0.062 0.000
C 8.7595 4.0208 -2.5190 0.017 -0.008 -0.011
N 6.0398 1.7436 -3.1071 0.091 -0.472 0.190
N 4.8453 1.5280 -3.1734 -0.676 0.895 -0.052
C 3.6472 1.2655 -2.8076 0.596 -0.543 -0.081
C 2.5661 1.3943 -3.7732 -0.484 -0.036 -0.064
C 1.2877 1.0973 -3.4411 0.547 0.211 -0.413
C 0.9958 0.6209 -2.1316 -0.330 -0.306 0.563
O -0.2304 0.3627 -1.7204 0.569 0.335 0.073
C 2.0125 0.3528 -1.2030 -0.408 0.495 -0.537
N 1.5738 -0.2109 -0.0237 -0.019 0.245 0.120
C 2.5599 -0.6212 0.8358 0.215 -0.141 0.126
C 3.8882 -0.4238 0.5774 -0.227 -0.092 0.118
C 4.3127 0.2480 -0.5874 -0.183 0.189 -0.205
C 3.3628 0.6621 -1.4937 0.337 -0.543 0.489
H 10.2504 7.4277 -1.3655 0.014 -0.017 -0.017
H 10.4103 6.3749 -2.7959 0.017 -0.010 0.017
H 10.5316 5.6818 -1.1383 0.013 0.018 -0.008
H 6.1549 6.1021 -1.7325 -0.028 -0.014 0.033
H 4.8477 4.0844 -2.3436 -0.007 -0.005 0.041
H 8.5364 2.0128 -3.2107 0.042 0.000 0.024
H 9.8348 4.0291 -2.6071 0.010 -0.019 0.012
H 2.8360 1.7338 -4.7637 -0.079 0.043 -0.016
H 0.4727 1.1979 -4.1451 0.036 0.036 -0.053
H 2.2209 -1.1286 1.7287 0.050 0.014 0.000
H 4.6198 -0.7945 1.2813 -0.020 -0.010 0.024
H 5.3707 0.4012 -0.7564 0.001 0.030 -0.031
```
Forces are in eV/Å.

C32H32BN7NaO2 | the ωB97M-V functional and the def2-TZVPD basis

- energy relative to the best compared isomer or geometry (same formula, charge and spin) (kcal per mole) = 0.0
- total charge = -1
- gap between HOMO and LUMO (eV) = 7.800
- HOMO level (eV) = -5.600

XYZ file:
```
75
Properties=species:S:1:pos:R:3:forces:R:3
Na 0.7913 1.9999 -0.6603 0.042 0.071 0.020
C -2.0433 -1.1140 2.9522 0.000 0.002 -0.002
C -2.4543 -1.6109 1.6039 -0.016 -0.011 0.000
C -3.4901 -2.4728 1.3113 0.018 0.003 -0.022
C -3.4793 -2.5899 -0.0926 -0.006 0.002 0.021
N -2.5091 -1.8513 -0.6093 -0.004 -0.004 -0.021
N -1.8776 -1.2637 0.4258 -0.003 -0.005 0.028
B -0.6890 -0.3539 0.0592 0.027 0.024 -0.022
N -0.1782 0.4794 1.2660 -0.027 0.012 -0.004
N -0.7488 1.6959 1.4615 -0.003 0.007 -0.015
C -0.1651 2.2142 2.5345 -0.005 0.000 0.001
C 0.8021 1.3299 3.0460 0.003 0.007 0.014
C 0.7690 0.2393 2.2056 0.010 0.000 -0.003
C 1.6053 -0.9954 2.2624 -0.010 -0.014 -0.003
C -0.5484 3.5478 3.0262 0.004 -0.004 0.008
C -1.8034 4.0761 2.7273 0.003 -0.008 -0.002
C -2.1651 5.3311 3.1894 -0.004 0.007 0.002
C -1.2817 6.0755 3.9603 -0.003 0.002 0.000
C -0.0301 5.5571 4.2593 0.005 0.000 0.002
C 0.3348 4.3031 3.7933 -0.004 -0.003 -0.006
N 0.5139 -1.1570 -0.5030 -0.008 -0.008 0.007
N 1.4968 -0.3744 -1.0034 0.015 -0.002 -0.009
C 2.4762 -1.1857 -1.3838 -0.025 -0.041 0.012
C 2.1209 -2.5227 -1.1279 0.006 0.024 -0.016
C 0.8617 -2.4594 -0.5603 0.011 0.006 -0.008
C 0.0182 -3.5867 -0.0644 -0.001 -0.013 0.010
C 3.7069 -0.6461 -1.9871 0.009 0.027 0.004
C 4.1505 0.6343 -1.6555 0.003 -0.006 0.001
C 5.2799 1.1690 -2.2598 -0.002 0.005 -0.007
C 5.9943 0.4170 -3.1836 0.003 -0.004 -0.002
C 5.5727 -0.8677 -3.5015 0.011 0.009 -0.004
C 4.4333 -1.3942 -2.9117 -0.011 -0.007 0.008
C -4.3606 -3.3827 -0.9650 -0.005 -0.002 -0.003
C -4.2506 -3.2900 -2.3531 -0.001 0.000 -0.003
C -5.0744 -4.0392 -3.1768 0.002 0.001 0.001
C -6.0253 -4.8941 -2.6335 -0.003 -0.003 0.001
C -6.1419 -4.9926 -1.2547 -0.001 -0.002 -0.004
C -5.3158 -4.2442 -0.4291 0.006 0.004 0.000
H -2.7615 -1.4747 3.6883 0.001 0.002 0.001
H -2.0211 -0.0249 2.9950 0.000 0.003 -0.001
H -1.0565 -1.4752 3.2436 0.001 -0.001 0.002
H -4.1631 -2.9216 2.0229 -0.002 0.003 0.007
H -1.0422 0.4323 -0.7898 -0.022 -0.046 0.031
H 1.4449 1.4641 3.9000 0.006 -0.004 -0.003
H 2.1893 -0.9882 3.1820 -0.002 0.002 0.002
H 2.2936 -1.0488 1.4174 -0.003 0.001 -0.003
H 0.9973 -1.9019 2.2495 0.007 0.003 0.004
H -2.4846 3.4875 2.1268 -0.002 0.003 0.000
H -3.1423 5.7309 2.9482 -0.001 -0.001 -0.001
H -1.5648 7.0571 4.3195 -0.001 0.000 0.000
H 0.6717 6.1371 4.8454 0.001 -0.001 0.000
H 1.3240 3.9149 4.0006 0.001 0.003 0.003
H 2.7031 -3.4118 -1.3059 -0.003 -0.002 0.000
H 0.6012 -4.5068 -0.0933 0.000 -0.001 0.001
H -0.8743 -3.7131 -0.6762 0.002 -0.001 -0.006
H -0.3195 -3.4249 0.9611 0.001 -0.003 -0.005
H 3.6107 1.2246 -0.9252 -0.003 0.006 0.002
H 5.5827 2.1775 -2.0045 -0.005 0.001 0.007
H 6.8764 0.8320 -3.6556 0.001 -0.003 -0.002
H 6.1254 -1.4575 -4.2230 0.000 0.000 0.000
H 4.0888 -2.3852 -3.1830 0.002 -0.001 -0.002
H -3.5089 -2.6205 -2.7678 0.000 0.000 0.000
H -4.9755 -3.9548 -4.2522 0.001 0.001 -0.001
H -6.6688 -5.4779 -3.2796 0.000 -0.001 0.000
H -6.8781 -5.6567 -0.8183 0.000 0.000 0.000
H -5.4108 -4.3322 0.6460 -0.001 -0.001 0.001
N 1.5021 2.5926 -2.9094 0.017 -0.001 -0.012
C 2.4638 3.7040 -2.8227 0.002 -0.008 -0.011
C 3.1481 3.8364 -1.4381 -0.002 0.002 0.006
O 4.2010 4.4866 -1.4317 0.009 -0.012 -0.013
O 2.5693 3.2834 -0.4613 -0.030 -0.021 0.015
H 2.0098 1.7114 -2.9277 -0.001 -0.001 -0.007
H 0.9913 2.6400 -3.7826 -0.004 0.000 0.001
H 1.9240 4.6385 -2.9941 -0.002 0.002 0.000
H 3.2580 3.6449 -3.5721 -0.004 0.002 0.000
```
Forces are in eV/Å.

C32H32BrClN5O2W | the ωB97M-V functional and the def2-TZVPD basis

- energy relative to the best compared isomer or geometry (same formula, charge and spin) (kcal per mole) = 3.8
- 2S+1 = 3
- total charge = +3
- gap between HOMO and LUMO (alpha / beta) (eV) = 5.984 / 5.774
- HOMO level (alpha / beta) (eV) = -16.498 / -16.523

XYZ file:
```
74
Properties=species:S:1:pos:R:3:forces:R:3
W -0.7577 2.0176 -0.5214 -0.138 0.233 0.663
Br 4.3916 7.4222 -1.6043 -0.014 -0.012 0.003
C 3.3081 5.9156 -1.4012 0.040 -0.007 -0.008
C 3.8578 4.6382 -1.5320 -0.021 0.052 0.005
C 3.0729 3.5010 -1.3844 -0.026 -0.066 0.002
C 1.7378 3.6673 -1.1033 0.063 0.102 0.088
O 0.9166 2.5826 -0.9263 -0.211 -0.176 -0.366
C 1.1478 4.9293 -0.9765 -0.011 -0.048 0.013
C -0.2566 5.0969 -0.7813 -0.011 0.021 -0.071
N -1.1617 4.1631 -0.6594 0.036 -0.023 0.068
C -2.5492 4.5482 -0.6334 -0.032 -0.066 -0.010
C -3.0566 5.8225 -0.6679 0.006 0.002 0.029
C -4.4492 6.0385 -0.6594 -0.008 -0.020 -0.002
C -5.3236 4.9893 -0.6255 0.003 0.014 0.001
C -4.8309 3.6642 -0.5984 -0.042 -0.006 0.006
C -5.6646 2.5276 -0.5621 0.027 0.023 -0.001
C -5.1077 1.2716 -0.5305 0.020 0.003 0.005
C -3.7232 1.1451 -0.5467 -0.074 -0.019 -0.035
N -2.8995 2.1980 -0.5924 0.226 -0.119 -0.222
C -3.4392 3.4607 -0.6090 0.080 0.022 0.049
C 1.9581 6.0625 -1.1314 -0.012 -0.009 0.004
H 4.9115 4.5343 -1.7543 0.001 -0.003 -0.001
H 3.4970 2.5119 -1.4916 0.003 0.005 0.000
H -0.5920 6.1285 -0.7830 0.001 0.001 -0.009
H -2.4219 6.6966 -0.7019 0.002 0.001 0.014
H -4.8179 7.0544 -0.6836 0.001 0.001 0.001
H -6.3927 5.1566 -0.6208 0.001 0.003 -0.002
H -6.7403 2.6560 -0.5570 -0.001 -0.005 0.000
H -5.7176 0.3804 -0.4987 -0.006 0.004 -0.002
H -3.2713 0.1625 -0.5210 0.014 0.015 -0.005
H 1.5259 7.0517 -1.0470 0.008 0.004 0.000
C 1.3187 -5.9214 -1.5086 -0.003 -0.002 0.007
C 1.7803 -5.3443 -0.1606 -0.005 -0.007 0.002
C 3.2607 -5.7068 0.0163 -0.001 0.011 -0.006
C 0.9843 -6.0345 0.9552 0.011 0.015 0.003
C 1.5867 -3.7854 -0.1474 -0.017 0.013 0.035
O 2.0221 -3.2094 -1.3758 0.035 0.026 -0.002
C 2.3780 -3.0390 0.9634 -0.006 -0.029 -0.004
C 1.8993 -2.9968 2.4449 0.041 0.017 -0.014
C 1.1518 -1.7180 2.7250 -0.028 -0.006 0.028
C -0.2136 -1.7010 3.0127 0.002 -0.003 -0.013
C -0.9566 -0.5289 2.9027 0.027 -0.016 -0.006
C -0.2747 0.6150 2.5414 -0.151 0.109 0.016
Cl -1.2438 2.0277 2.0010 0.127 -0.106 -0.259
C 1.1025 0.6945 2.4376 0.031 -0.037 0.042
C 1.8087 -0.4940 2.5499 0.022 0.055 -0.007
C 0.0774 -3.4772 -0.1149 0.017 -0.035 -0.022
N -0.2711 -2.1605 -0.6842 0.013 0.046 0.050
C -0.1401 -0.9935 -0.1177 -0.036 -0.070 0.002
N -0.7043 -0.0468 -0.8993 0.096 0.184 -0.074
C -1.1348 -0.7741 -2.0080 -0.049 -0.041 0.067
N -0.8938 -2.0389 -1.8891 -0.048 -0.030 0.011
H 1.3889 -7.0078 -1.4626 0.001 0.001 -0.002
H 1.9421 -5.5936 -2.3398 -0.005 -0.003 -0.005
H 0.2843 -5.6820 -1.7577 -0.001 -0.006 -0.003
H 3.3903 -6.7704 -0.1810 0.000 0.002 -0.006
H 3.6186 -5.5248 1.0299 0.001 0.001 0.003
H 3.9176 -5.1778 -0.6806 0.003 0.002 0.004
H 1.1602 -7.1085 0.8975 -0.005 0.000 -0.007
H -0.0947 -5.8924 0.8620 0.001 0.007 0.004
H 1.3003 -5.7251 1.9507 0.004 0.004 0.014
H 2.7886 -3.6915 -1.7072 -0.010 -0.009 -0.007
H 2.4805 -2.0112 0.6036 -0.002 -0.009 -0.005
H 3.3900 -3.4361 0.9343 0.012 0.006 0.003
H 2.7814 -3.0364 3.0865 -0.004 -0.025 0.002
H 1.2857 -3.8536 2.7132 -0.024 -0.005 -0.011
H -0.7258 -2.6245 3.2555 0.001 0.000 0.001
H -2.0290 -0.5308 3.0448 -0.002 0.003 -0.003
H 1.6070 1.6334 2.2491 -0.001 0.002 -0.003
H 2.8849 -0.4775 2.4266 -0.001 -0.002 0.002
H -0.3113 -3.4960 0.9012 -0.033 -0.010 -0.011
H -0.4795 -4.1881 -0.7166 0.016 0.011 -0.025
H 0.3633 -0.8283 0.8118 0.035 0.010 -0.010
H -1.6325 -0.3386 -2.8602 0.015 0.002 -0.010
```
Forces are in eV/Å.

C32H32F3N7NdO5P | the ωB97M-V functional and the def2-TZVPD basis

- energy relative to the best compared isomer or geometry (same formula, charge and spin) (kcal per mole) = 0.0
- 2S+1 = 4
- total charge = +2
- gap between HOMO and LUMO (alpha / beta) (eV) = 8.696 / 8.734
- HOMO level (alpha / beta) (eV) = -13.558 / -13.559

XYZ file:
```
81
Properties=species:S:1:pos:R:3:forces:R:3
Nd 0.3765 -0.5624 -0.0987 1.120 1.377 0.223
C 2.7140 -2.2871 4.0492 -0.256 0.056 0.045
N 1.3086 -1.8719 3.8766 0.017 -0.081 0.300
C 0.3932 -1.9904 4.8862 0.310 -0.081 0.010
C -0.8992 -1.6514 4.7244 -0.041 0.029 -0.037
C -1.2768 -1.1596 3.4418 -0.313 -0.020 -0.008
N -0.3736 -0.9940 2.4819 0.071 0.006 -0.135
C 0.8966 -1.3813 2.6791 0.348 0.084 -0.421
O 1.7082 -1.2835 1.7116 0.003 -0.190 0.760
N -2.5453 -0.8493 3.1619 0.020 -0.011 0.015
H 2.8734 -2.4864 5.1044 0.036 -0.020 -0.003
H 3.3715 -1.4892 3.7213 0.008 0.039 -0.035
H 2.9104 -3.1840 3.4683 0.001 -0.016 -0.035
H 0.7759 -2.3865 5.8164 -0.010 0.006 0.004
H -1.6103 -1.7725 5.5276 0.007 0.022 -0.031
H -3.2792 -1.0236 3.8271 0.016 -0.003 0.023
H -2.8079 -0.6663 2.2063 0.054 -0.010 -0.020
N 9.0867 -6.2213 -2.3384 -0.053 0.051 0.028
C 8.3421 -5.3904 -2.0666 -0.213 0.258 0.060
C 7.3990 -4.3414 -1.7296 0.237 -0.298 -0.076
C 6.1057 -4.6762 -1.3416 -0.073 -0.055 0.019
C 5.2040 -3.6788 -1.0112 0.007 -0.134 -0.003
C 5.6042 -2.3570 -1.0914 -0.261 0.395 0.058
C 6.8853 -2.0070 -1.4807 0.125 -0.061 -0.045
C 7.7897 -3.0078 -1.7936 0.063 0.087 -0.023
N 4.6684 -1.3151 -0.7634 0.192 -0.037 0.110
C 4.9291 -0.1832 -0.0109 0.100 -0.237 -0.128
C 3.7647 0.5051 0.0467 -0.188 0.054 -0.031
N 2.7906 -0.1729 -0.6643 0.234 0.197 0.065
C 3.3748 -1.2586 -1.1296 0.222 -0.061 -0.197
H 5.8132 -5.7158 -1.2871 0.012 0.009 -0.003
H 4.2056 -3.9333 -0.6787 0.014 0.013 -0.007
H 7.1726 -0.9662 -1.5569 -0.008 -0.027 -0.001
H 8.7957 -2.7571 -2.1014 -0.017 -0.005 0.007
H 5.9023 0.0075 0.4077 -0.036 -0.004 -0.007
H 3.5632 1.4433 0.5380 -0.012 -0.030 -0.010
H 2.9178 -1.9921 -1.7749 -0.017 -0.021 0.026
F -0.7553 -4.6809 -0.9054 -0.045 0.036 -0.253
C -0.6806 -3.4790 -0.4103 0.158 -0.376 0.327
F -0.9002 -3.5289 0.9072 -0.052 -0.152 0.083
F 0.6618 -3.0669 -0.5161 -0.460 -0.199 0.004
C -1.5827 -2.3931 -1.0762 -0.435 0.177 0.632
O -2.0416 -2.5926 -2.1688 -0.172 0.169 -0.125
O -1.6686 -1.3418 -0.2995 -0.665 -1.408 -0.964
C -1.0507 2.5650 2.3753 -0.040 -0.005 0.074
P -0.5351 2.1412 0.6807 -0.177 0.451 -0.157
C 0.7142 3.3824 0.2400 0.042 0.144 0.118
C 0.8675 4.5685 0.9585 0.040 0.022 0.034
C 1.8234 5.5026 0.5827 0.011 -0.044 -0.034
C 2.6360 5.2641 -0.5178 -0.012 -0.011 0.004
C 2.4922 4.0877 -1.2426 -0.032 0.035 0.076
C 1.5389 3.1538 -0.8619 0.049 -0.030 -0.108
C -1.9940 2.5885 -0.3260 0.023 0.109 -0.050
C -2.0145 3.7368 -1.1128 -0.048 0.046 -0.037
C -3.1272 4.0352 -1.8919 0.001 -0.041 0.036
C -4.2288 3.1891 -1.8930 0.036 -0.005 0.025
C -4.2148 2.0366 -1.1131 0.063 0.079 -0.032
C -3.0996 1.7404 -0.3422 -0.047 -0.122 0.017
H -0.1931 2.5587 3.0495 0.004 -0.009 -0.031
H -1.7693 1.8239 2.7260 -0.010 0.014 -0.029
H -1.5284 3.5432 2.3954 0.001 0.014 0.053
H 0.2443 4.7782 1.8182 0.003 -0.005 -0.017
H 1.9318 6.4186 1.1491 -0.007 -0.021 -0.010
H 3.3796 5.9948 -0.8094 -0.020 -0.023 0.004
H 3.1234 3.8968 -2.1014 -0.021 0.001 0.019
H 1.4405 2.2493 -1.4526 -0.066 -0.061 0.027
H -1.1658 4.4092 -1.1246 -0.010 -0.018 0.012
H -3.1361 4.9408 -2.4853 -0.003 -0.024 0.003
H -5.1005 3.4345 -2.4868 0.017 -0.013 0.015
H -5.0725 1.3756 -1.1031 0.022 0.009 0.012
H -3.0933 0.8180 0.2285 0.034 0.011 0.012
N -2.0242 0.1952 -4.3769 0.021 -0.082 -0.106
C -0.7875 -0.6619 -4.2346 -0.406 0.107 -0.195
C -0.1975 -0.3727 -2.8746 0.287 -0.233 0.602
O 0.6648 -1.1700 -2.4164 -0.226 0.129 -0.493
O -0.6547 0.5913 -2.2183 0.129 0.128 -0.224
H -2.0298 0.7619 -5.2242 0.014 -0.052 -0.021
H -2.0523 0.8250 -3.5563 0.145 0.014 0.182
H -2.8701 -0.3761 -4.3656 0.014 -0.008 0.028
H -0.0896 -0.4375 -5.0367 0.027 0.023 0.013
H -1.0892 -1.7035 -4.2776 0.095 -0.054 -0.022
```
Forces are in eV/Å.